Entry 1:
A structure of composition C24H34ClCrN4O7PS3. Source: OMol25; level of theory: ωB97M-V with the def2-TZVPD basis set.

## Properties
Spin multiplicity: 4
Kohn-Sham gap (spin up / spin down) (eV): 7.667 / 7.796
Net charge: +1

CARTESIAN COORDINATES (ANGSTROEM)
1 H 0.79179 0.13410 -3.56352
2 H -3.58204 -2.63853 -3.38489
3 O -1.05430 1.32628 -1.03856
4 H -1.67186 -4.17698 -3.39692
5 H -4.13142 -4.23148 2.85083
6 H 4.34970 0.10261 2.38669
7 H -3.18495 -0.41286 4.51487
8 H -0.75784 -1.08226 -4.97268
9 H 2.10681 -3.18866 -0.77971
10 H 1.90482 3.58340 0.37685
11 C -2.06542 0.58233 2.32593
12 S -0.81485 -3.95423 -1.17560
13 Cl 0.20655 -2.28332 4.18405
14 H -0.67206 6.96980 -0.05547
15 H 1.15072 -5.06489 -1.97678
16 H 4.60473 1.75614 0.58000
17 H 3.13560 3.55573 1.65338
18 H 0.22162 7.11768 -2.36479
19 H -0.49322 2.82268 1.60881
20 C -0.98752 2.36705 -0.32393
21 H -3.38498 -2.31090 -1.66530
22 Cr -0.38471 -0.31620 0.05248
23 C 3.90800 0.91987 0.54594
24 C -0.27621 3.77735 -2.22842
25 H -1.29105 4.77233 0.86493
26 C -0.73420 3.67772 -0.90094
27 C -0.04695 6.15393 -1.95211
28 O 0.33868 -1.53944 1.38677
29 C 0.78007 -0.95641 -3.49866
30 N 4.42287 -0.18616 1.40765
31 C -3.11136 -2.89734 1.55336
32 H 5.37580 -0.45743 1.17986
33 S -1.89188 -1.01645 -2.84814
34 C 0.08209 5.02855 -2.73437
35 C -0.88110 4.84557 -0.13412
36 H 3.74566 -1.01384 1.30996
37 H 1.58247 -1.31070 -4.14948
38 C 0.70097 -4.08672 -2.15568
39 H 2.42226 -1.70421 3.66257
40 C 1.49489 -1.86044 1.76810
41 C -2.10438 -3.85748 -2.44902
42 O 2.51902 -1.85683 1.04837
43 C -3.16032 -1.12467 3.69783
44 O -1.99070 -1.31984 0.22182
45 H -0.54920 -2.57196 -4.08049
46 C -3.68662 -3.24947 2.74938
47 H -2.85057 -4.61429 -2.20106
48 N 1.08846 3.47685 2.31806
49 C -2.49811 -1.64099 1.38877
50 H -2.45051 1.37544 2.96411
51 C -0.54140 6.07422 -0.64606
52 H 1.06461 4.47266 2.50571
53 H 2.60658 -3.13265 -2.46282
54 C -3.71805 -2.36561 3.84031
55 N -1.11984 2.24366 1.01234
56 C 2.15639 3.16553 1.35356
57 O -0.15023 2.72025 -3.04327
58 O 1.23009 0.88024 0.23492
59 C 1.74582 -3.03852 -1.79653
60 H 0.45105 -4.05334 -3.21364
61 S 1.28563 -1.28939 -1.79324
62 H 3.81264 0.55135 -0.47319
63 O 2.27137 0.80061 2.64044
64 N -1.25688 0.89568 1.37246
65 H 1.28748 2.99894 3.19288
66 H -3.09476 -3.58536 0.71873
67 H -4.18649 -2.65976 4.76846
68 C 1.67045 -2.33774 3.19678
69 C -2.52738 -0.75123 2.49598
70 P 2.25094 1.34875 1.25207
71 C -0.56921 -1.49173 -3.97937
72 H 2.03354 -3.36327 3.17354
73 H -0.52298 1.94376 -2.58114
74 H 0.44068 5.08462 -3.75296
75 C -2.84531 -2.53211 -2.58670

Entry 2:
A cluster of 2 separate species, C2H3NS2 in total at a distorted geometry. Source: OMol25; level of theory: ωB97M-V with the def2-TZVPD basis set.

## Properties
Spin multiplicity: 1
Kohn-Sham gap (eV): 6.739
Energy relative to the best compared isomer or geometry (same formula, charge and spin) (kcal/mol): 78.7

CARTESIAN COORDINATES (ANGSTROEM)
1 C -0.46731 1.13123 0.44683
2 H 0.10035 -2.42850 -0.68099
3 S 0.68587 1.47896 1.62055
4 S 2.18651 -0.53487 0.01139
5 H -1.31779 -0.25277 -0.80170
6 C 0.60933 -0.97274 -0.55193
7 H -1.46561 1.47666 0.35052
8 N -0.33136 0.10204 -0.39467

Entry 3:
A cluster of 2 separate species, C3H9NO3 in total at a distorted geometry. Source: OMol25; level of theory: ωB97M-V with the def2-TZVPD basis set.

## Properties
Spin multiplicity: 1
Kohn-Sham gap (eV): 9.881
SMILES string: CNCC(=O)O.O
Energy relative to the best compared isomer or geometry (same formula, charge and spin) (kcal/mol): 23.5

CARTESIAN COORDINATES (ANGSTROEM)
1 C 0.41673 -0.40683 0.67867
2 H -2.76080 -0.39413 0.49823
3 C 1.14731 1.90075 0.85649
4 H -1.44856 -2.82307 -2.24866
5 H -0.42073 -1.73889 -2.51740
6 C -0.94179 -0.08172 0.12645
7 H 0.26379 2.42267 0.47370
8 N 1.45165 0.58429 0.32945
9 O -1.19922 0.58177 -0.83833
10 O -1.91609 -0.57001 0.93764
11 H 0.84483 -1.36446 0.37751
12 H 1.56993 0.63135 -0.67892
13 H 0.43505 -0.47111 1.76796
14 H 1.10540 1.81076 1.94706
15 H 1.96114 2.60993 0.70182
16 O -0.50866 -2.69130 -2.41168

Entry 4:
A cluster of 3 separate species, C23H28BrF2INO2 in total at a distorted geometry. Source: OMol25; level of theory: ωB97M-V with the def2-TZVPD basis set.

## Properties
Spin multiplicity: 2
Kohn-Sham gap (spin up / spin down) (eV): 8.762 / 9.199
Energy relative to the best compared isomer or geometry (same formula, charge and spin) (kcal/mol): 51.9

CARTESIAN COORDINATES (ANGSTROEM)
1 H -3.54092 -1.93192 -1.38905
2 H 1.45947 8.60874 -2.46638
3 C 1.00330 -1.99298 0.76303
4 H 1.76162 -2.84105 0.77011
5 C 0.67982 7.13322 -3.82393
6 C 0.43328 -2.81874 -1.60513
7 H 5.58676 -2.23826 2.71148
8 C -2.40562 -0.70469 0.17296
9 H 0.54778 -1.85063 1.81353
10 C -3.09910 1.05611 -1.74348
11 C -0.94832 -0.86062 -0.49217
12 H -4.24625 0.59790 0.12912
13 N -1.09923 -3.29311 0.45690
14 C -2.47820 -3.39869 -0.09598
15 H -2.37875 -3.63612 -2.40440
16 H 6.31706 -1.24694 4.87553
17 H -0.95221 -0.68885 -1.63320
18 H 1.14751 -3.69711 -1.42731
19 C 5.00764 -1.45391 3.18441
20 O -3.06174 0.23574 -2.68044
21 C -3.14200 0.67883 -0.19565
22 H 1.10353 -1.94814 -1.96479
23 O -0.47370 -4.45497 0.46402
24 H 4.95259 0.52788 5.93747
25 H -4.25240 -1.95152 0.29476
26 H -3.71048 -4.54578 -1.54033
27 C 3.85053 -0.99402 2.57625
28 H -0.07712 3.92829 -2.98627
29 H -0.30822 -3.00786 -2.44764
30 C 4.64247 0.09850 4.99030
31 C 1.11642 7.58629 -2.58235
32 H -2.02603 -5.24123 -1.42443
33 C 1.11289 6.72672 -1.48873
34 C -0.25029 -2.28381 -0.24099
35 C 3.47802 0.54890 4.37319
36 H 1.44100 7.06487 -0.51291
37 H -4.45218 -3.98918 0.92868
38 H -0.28269 -0.04047 -0.05640
39 H -3.27633 -5.38386 0.79472
40 H -2.97406 -4.06377 2.07142
41 H 2.18376 0.34678 2.65739
42 C 5.40825 -0.90006 4.39567
43 C 3.08244 0.00334 3.15643
44 H 1.57927 -1.05329 0.44142
45 H -0.09973 5.46869 -4.94320
46 C 0.24388 5.81920 -3.97599
47 F 0.68432 4.58762 -0.59931
48 C -3.25352 -2.00592 -0.27220
49 H -2.64285 1.48576 0.45986
50 H 0.67852 7.80484 -4.67633
51 F 3.46591 -1.52425 1.40384
52 H 2.88041 1.32438 4.83985
53 C -2.59775 -4.24078 -1.46182
54 C -3.33150 -4.24997 1.00516
55 Br -2.25670 -0.69606 2.18802
56 C 0.25054 4.95607 -2.88528
57 C 0.68273 5.41969 -1.65286
58 I -3.16381 3.22022 -2.18658

Entry 5:
A cluster of 2 separate species, C5H12NO in total at a distorted geometry. Source: OMol25; level of theory: ωB97M-V with the def2-TZVPD basis set.

## Properties
Spin multiplicity: 2
Kohn-Sham gap (spin up / spin down) (eV): 7.443 / 8.776
Energy relative to the best compared isomer or geometry (same formula, charge and spin) (kcal/mol): 49.2

CARTESIAN COORDINATES (ANGSTROEM)
1 O 0.80386 3.04242 2.15840
2 H 1.46101 3.75008 1.82219
3 C -0.50009 -0.40952 -1.57219
4 H 1.15361 1.11207 -1.97616
5 H -1.10986 -3.24243 -1.29142
6 C 0.92722 0.02824 -2.11470
7 H 0.88989 1.14222 0.60916
8 C 0.03576 0.65793 1.03865
9 C -0.87529 -2.65682 -0.35088
10 H -0.88085 -0.91600 -2.47982
11 C -0.61580 -1.30881 -0.45669
12 H 1.59967 -0.61444 -1.52984
13 H 0.15835 3.59996 2.48328
14 N -0.31441 -0.61862 0.89774
15 H -1.12100 -3.07938 0.63115
16 H -1.02915 0.52905 -1.29871
17 H -0.04304 -1.30352 1.65254
18 H -0.33262 1.30813 1.83945
19 H 1.19324 -0.16091 -3.27826

Entry 6:
The ion C5H12N2 with charge +1 at a distorted geometry. Source: OMol25; level of theory: ωB97M-V with the def2-TZVPD basis set.

## Properties
Spin multiplicity: 2
Kohn-Sham gap (spin up / spin down) (eV): 10.497 / 7.786
Energy relative to the best compared isomer or geometry (same formula, charge and spin) (kcal/mol): 31.3
Net charge: +1

CARTESIAN COORDINATES (ANGSTROEM)
1 H -2.60858 -0.65830 0.77874
2 C 1.65855 -0.73635 0.53184
3 H -3.45929 1.30530 -0.31775
4 H -3.51940 -0.26192 -1.18662
5 C -0.68092 -0.90742 -0.14838
6 H 2.94365 -0.31888 2.01891
7 C -2.87719 0.51950 -0.79322
8 H -0.78690 -1.63153 0.67263
9 C 0.60238 -0.15381 -0.10253
10 H -1.63271 0.69997 1.10881
11 H -0.86181 -1.18633 -1.19252
12 H 0.20959 1.86172 -0.63482
13 H -2.47280 1.09879 -1.62423
14 N 0.79507 1.05220 -0.76383
15 H 1.53419 -1.73139 0.92962
16 N 2.77424 -0.12857 1.03951
17 H 1.26927 0.99000 -1.65282
18 H 3.00090 0.79932 0.70555
19 C -1.87394 0.00192 0.30616

Entry 7:
A cluster of 10 separate species, C22H64O22S6 in total at a distorted geometry. Source: OMol25; level of theory: ωB97M-V with the def2-TZVPD basis set.

## Properties
Spin multiplicity: 1
Kohn-Sham gap (eV): 9.657
SMILES string: CCOS(C)(=O)=O.CCOS(C)(=O)=O.CCOS(C)(=O)=O.CCOS(C)(=O)=O.CCOS(C)(=O)=O.CCOS(C)(=O)=O.CO.CO.CO.CO
Energy relative to the best compared isomer or geometry (same formula, charge and spin) (kcal/mol): 0.0

CARTESIAN COORDINATES (ANGSTROEM)
1 H -0.85207 1.57787 -6.80178
2 H 0.75245 0.17283 -1.82433
3 O 2.21516 -5.50506 0.25170
4 H 0.54675 -4.47790 -1.53509
5 H 0.41552 -1.48169 -4.75807
6 O 2.29474 2.86266 3.03287
7 H 2.71388 -2.21779 2.64352
8 H -3.55706 -3.24744 2.95215
9 H 6.13060 5.65790 3.32699
10 H -1.32119 -0.68887 1.74380
11 H 3.08338 -1.26582 0.16527
12 H 0.33106 -6.24300 -1.94827
13 H -1.27480 -2.28732 4.72377
14 H -3.51525 -3.09259 4.63181
15 C -3.17557 3.26546 2.39480
16 O -3.31614 -1.25782 3.46748
17 H -1.99561 2.81352 -7.29863
18 H 4.46081 5.52845 1.52263
19 C -3.07154 -2.64278 3.72635
20 H 5.39338 -2.77161 -1.02914
21 H -3.94670 -1.05380 -3.27358
22 H 1.40893 3.50887 0.18369
23 C 5.07899 5.71080 3.60790
24 S -2.52982 1.92169 -5.17171
25 H 1.20450 -5.22767 -3.05366
26 C -3.86265 2.57376 -0.67074
27 C -4.24198 -0.83166 -4.29559
28 C -1.90722 1.83744 -6.82416
29 C -1.58048 -2.85921 3.83790
30 O -0.66955 -2.38756 -2.14383
31 O -2.42234 5.43818 1.27255
32 H -4.23271 3.11577 2.20668
33 H 3.16025 3.29109 0.44973
34 C 4.31004 5.04673 2.49399
35 H 4.72461 -0.92341 -0.01066
36 C -2.99638 -0.62107 -5.14690
37 S -1.18556 -1.23423 -1.47814
38 H 4.75556 6.74759 3.73042
39 H 1.56457 1.53166 4.00721
40 C -5.36101 2.33499 -0.70920
41 O 3.11140 -3.98760 3.61217
42 C 1.45591 -1.57273 -5.08672
43 H 1.61989 -0.74940 5.68681
44 H -5.47291 1.44051 -1.33651
45 H -4.80822 0.10006 -4.30689
46 O 2.13583 -0.34536 -5.01763
47 H 4.52992 3.98918 2.32746
48 C -5.26601 -0.30089 4.76908
49 H 3.66373 -0.83683 -1.48301
50 S 1.88315 4.06625 2.36493
51 C 4.08685 -3.80071 -2.42982
52 C 2.80425 -3.29153 2.44137
53 O 0.58546 4.58865 2.48623
54 H 5.44073 -4.53130 -0.96288
55 H -2.49202 -1.55690 -5.38293
56 H 2.78642 0.57587 5.91566
57 H 1.97700 -2.33312 -4.51062
58 O -1.70100 2.80308 -4.42834
59 C 5.38827 -3.67657 -1.63527
60 H 0.29866 1.48445 1.67319
61 H -3.09802 3.99550 3.19462
62 C 0.96580 -5.36515 -1.99831
63 H -3.38528 -0.33226 -6.13600
64 H 2.16497 0.11697 -5.85338
65 H -3.44332 2.40825 -1.67399
66 H -0.81420 1.07984 -1.63099
67 H 3.93032 1.00987 0.56101
68 O -3.92601 2.14871 -5.16381
69 H 2.50937 4.96892 0.36179
70 S -2.43616 4.05419 0.96665
71 H -5.86253 2.19119 0.24481
72 H 3.35845 -4.88828 3.38609
73 H -0.49620 0.33966 -3.11009
74 H -2.44877 1.12755 -7.44345
75 H 3.55940 -3.35983 1.65136
76 O 3.54601 0.76569 -0.28891
77 H -5.91153 3.08892 -1.27810
78 O -0.45404 -1.26690 -0.04407
79 O -3.57206 3.87957 -0.13973
80 H -4.79800 -1.05509 5.39337
81 H -6.34047 -0.34381 4.92959
82 H 6.33578 -3.63853 -2.18109
83 O 1.14491 1.01903 4.73142
84 O -4.59279 0.37483 2.31333
85 O 3.37458 -6.47836 -1.73878
86 H -1.26217 -3.88868 3.99824
87 O -5.53534 -1.91474 2.65936
88 H 1.06037 -0.02943 2.06450
89 H 4.16408 -4.62292 -3.13606
90 C 2.12608 0.08032 5.18888
91 S -4.81243 -0.78306 3.10603
92 O 2.90815 5.18097 2.85002
93 H 2.74416 -0.36041 4.39580
94 H -3.35656 1.76664 -0.12710
95 C -0.80337 -0.23231 0.90442
96 H 1.12753 0.56682 0.44452
97 O -2.18742 0.45379 -4.65487
98 H -2.60847 2.36896 2.61909
99 O -2.56185 -0.99618 -1.23224
100 C 0.45548 0.47182 1.30340
101 C 3.75474 -0.62702 -0.42384
102 S 2.51340 -5.52108 -1.14186
103 C -0.30371 0.20755 -2.04508
104 H 1.38021 -1.94541 -6.11664
105 O 3.11837 -4.05237 -1.35564
106 H 1.83287 -3.55525 2.01514
107 H 3.80807 -2.83884 -2.85520
108 H 4.80290 5.31098 4.58253
109 H -0.95088 -2.50260 3.02315
110 H -4.91777 -1.54619 -4.76336
111 H -4.89520 0.70345 4.92886
112 C 2.30762 3.93522 0.62559
113 O -1.29491 3.32833 0.49714
114 H -1.48105 0.51712 0.49587

Entry 8:
A structure of composition C8H14ClMoN2O3S2 at a distorted geometry. Source: OMol25; level of theory: ωB97M-V with the def2-TZVPD basis set.

## Properties
Spin multiplicity: 1
Kohn-Sham gap (spin up / spin down) (eV): 7.101 / 7.019
Energy relative to the best compared isomer or geometry (same formula, charge and spin) (kcal/mol): 11.4
Net charge: +3

CARTESIAN COORDINATES (ANGSTROEM)
1 H 3.37421 -2.03998 -1.50752
2 H -0.34677 -0.97817 6.11118
3 Mo -0.16423 0.21425 0.97121
4 H -3.02436 3.84780 -0.63724
5 C 0.14446 -2.19796 -0.75315
6 C -0.28104 -3.25268 -1.71751
7 N -1.13122 2.88570 -2.08921
8 H -1.59040 3.69266 -2.49084
9 C 1.40648 -1.54918 -0.85874
10 C 0.41958 -0.70964 5.37213
11 H 0.92985 2.58840 -2.45034
12 H 2.49516 -1.00206 -2.60504
13 H -0.13430 1.20352 -2.86184
14 Cl 0.69343 -2.01186 4.25704
15 H -0.11221 2.64214 -3.87880
16 N -2.51545 3.06595 -0.24904
17 H 1.34579 -0.43503 5.89379
18 H -2.81217 2.73064 0.65171
19 S -0.88462 -1.89721 0.56752
20 C -0.07175 0.59327 4.85108
21 O -0.11644 0.39346 2.60140
22 C -1.52786 2.48210 -0.90766
23 S 1.91212 -0.44935 0.33525
24 H 0.41059 -4.09934 -1.63626
25 H -0.22268 -2.89539 -2.74785
26 O -0.91852 1.44630 -0.36720
27 C 2.38523 -1.86270 -1.93755
28 H 2.08883 -2.71919 -2.53574
29 C -0.03415 2.28617 -2.85616
30 O -0.43006 1.63822 4.99115
31 H -1.28748 -3.61082 -1.51576

Going through the records in order, we get DFT total energy values of -128471.78594 -25279.15845 -10889.56129 -113464.02602 -8913.05425 -8351.20910 -133902.91930 -53666.06143 eV.